Entry 1:
Here is a single C22H32N2O3 molecule from OMol25. Energies are from ωB97M-V/def2-TZVPD.

## Properties
- HOMO (eV) = -9.0
- largest force on an atom (eV/Å) = 0.57
- lowest unoccupied orbital energy (eV) = 0.58
- multiplicity = 1
- energy above the lowest of the compared OMol25 structures with the same formula, charge and spin (eV) = 0.060
- molecular weight (g/mol) = 372.51
- HOMO-LUMO gap (eV) = 9.56
- energy (eV) = -32457.693

Geometry (Å):
O 3.11838 2.15404 1.24006
C 2.15903 1.70689 0.64244
C 0.72990 2.14529 0.89543
C -0.19869 0.95323 1.14969
C 0.08213 -0.21182 0.17554
C -1.21559 -0.67877 -0.47112
O -1.52562 -0.29371 -1.59019
N -2.01942 -1.51802 0.21787
C -3.21009 -1.99444 -0.47061
C -4.41193 -1.04701 -0.32097
O -4.07411 0.29749 -0.52218
C -1.78305 -2.06245 1.54204
C -2.97058 -1.86479 2.45242
C -3.73985 -2.94573 2.86019
C -4.83599 -2.75682 3.68455
C -5.17485 -1.48304 4.10588
C -4.41044 -0.39957 3.70522
C -3.31309 -0.58944 2.88572
C 1.04628 0.25352 -0.92623
N 2.25033 0.76961 -0.32715
C 3.53477 0.26157 -0.74876
C 3.92347 0.73358 -2.15576
C 4.04173 2.25656 -2.20748
C 4.44853 2.72166 -3.60214
C 5.76880 2.07964 -4.01580
C 5.65422 0.55935 -3.97127
C 5.24808 0.09573 -2.57537
H 0.38856 2.69765 0.01681
H 0.71884 2.82363 1.74847
H -1.23175 1.28975 1.03519
H -0.06563 0.61640 2.17963
H 0.56855 -1.03893 0.69945
H -3.47213 -2.98117 -0.08621
H -2.95730 -2.07429 -1.53307
H -5.18486 -1.36767 -1.03765
H -4.83200 -1.10522 0.68654
H -3.45139 0.34414 -1.26433
H -1.57072 -3.13629 1.44779
H -0.91674 -1.57672 1.98744
H -3.47939 -3.94378 2.53570
H -5.42641 -3.60596 3.99527
H -6.03185 -1.33461 4.74552
H -4.67028 0.59627 4.03095
H -2.72531 0.25762 2.56823
H 1.30369 -0.58984 -1.56916
H 0.54567 1.00490 -1.54690
H 4.26598 0.62643 -0.02322
H 3.51788 -0.83425 -0.71581
H 3.14485 0.41868 -2.86084
H 4.78668 2.58221 -1.47878
H 3.08929 2.71175 -1.92875
H 4.54264 3.80923 -3.61551
H 3.67133 2.44445 -4.31886
H 6.04279 2.40322 -5.02214
H 6.55747 2.40287 -3.33286
H 6.60731 0.10425 -4.24878
H 4.90395 0.23151 -4.69494
H 6.02308 0.37854 -1.85960
H 5.15807 -0.99333 -2.55820

***

Entry 2:
Here is a single C22H32N2O4 molecule from OMol25. Energies are from ωB97M-V/def2-TZVPD.

## Properties
- HOMO (eV) = -8.4
- largest force on an atom (eV/Å) = 0.74
- lowest unoccupied orbital energy (eV) = 0.69
- multiplicity = 1
- energy above the lowest of the compared OMol25 structures with the same formula, charge and spin (eV) = 2.276
- molecular weight (g/mol) = 388.51
- HOMO-LUMO gap (eV) = 9.13
- energy (eV) = -34504.032

Geometry (Å):
C -1.16605 -0.54977 7.18496
O -0.86542 -0.81114 5.84016
C -1.83105 -0.29385 4.95218
C -1.39603 -0.53215 3.50712
C -0.26721 0.40535 3.10527
O -0.51544 1.42834 2.48849
N 0.99072 0.11430 3.50180
C 1.47629 -1.11896 4.07361
C 2.62006 -1.69370 3.21458
C 2.48112 -1.21040 1.76859
O 1.19972 -1.64225 1.34021
C 0.81137 -1.47111 0.04846
C 1.63946 -1.09615 -1.00371
C 1.11664 -0.96033 -2.27896
C -0.22854 -1.18094 -2.52660
C -0.77002 -1.05061 -3.91808
O -0.55226 -1.89157 -4.77213
N -1.53038 0.04573 -4.14831
C -1.67336 1.13407 -3.20943
C -0.46561 2.08550 -3.18214
C 0.23989 2.21951 -4.53337
C -0.70293 2.42018 -5.72464
C -1.13325 1.09855 -6.36233
C -2.05894 0.25950 -5.47933
C -1.04912 -1.58608 -1.47825
C -0.53702 -1.72822 -0.20753
C 2.62715 0.32262 1.71814
C 2.06688 0.94581 3.00495
H -0.36858 -0.99546 7.77602
H -1.20870 0.52891 7.38105
H -2.12652 -0.99569 7.47315
H -1.96247 0.78592 5.12275
H -2.80081 -0.78615 5.13394
H -1.12883 -1.57766 3.36568
H -2.23805 -0.29017 2.85676
H 0.66506 -1.83563 4.15057
H 1.83600 -0.92017 5.08978
H 3.59300 -1.37337 3.58832
H 2.58496 -2.78215 3.24128
H 3.25620 -1.68442 1.14816
H 2.69118 -0.91179 -0.84846
H 1.76951 -0.67592 -3.09118
H -1.83678 0.73808 -2.20447
H -2.56991 1.68759 -3.49853
H -0.81470 3.06453 -2.84899
H 0.26014 1.72727 -2.44946
H 0.84261 1.32725 -4.71494
H 0.92793 3.06500 -4.46573
H -0.18402 3.00414 -6.48822
H -1.57932 2.99382 -5.41665
H -0.24326 0.50896 -6.59041
H -1.65197 1.29769 -7.30241
H -3.03529 0.74478 -5.38643
H -2.19303 -0.72397 -5.93647
H -2.09336 -1.79273 -1.66354
H -1.16422 -2.03679 0.61362
H 3.67566 0.59304 1.59022
H 2.06457 0.70077 0.86396
H 1.67069 1.94242 2.80744
H 2.83566 1.00967 3.77944

***

Entry 3:
Here is a single C22H32N2O4 molecule from OMol25. Energies are from ωB97M-V/def2-TZVPD.

## Properties
- HOMO (eV) = -8.1
- largest force on an atom (eV/Å) = 0.68
- lowest unoccupied orbital energy (eV) = 0.74
- multiplicity = 1
- energy above the lowest of the compared OMol25 structures with the same formula, charge and spin (eV) = 1.613
- molecular weight (g/mol) = 388.51
- HOMO-LUMO gap (eV) = 8.87
- energy (eV) = -34504.696

Geometry (Å):
C -0.49211 0.82072 4.64745
O 0.51639 0.08799 3.99935
C 1.13805 0.64208 2.91262
C 0.97839 1.97432 2.54865
C 1.66329 2.51527 1.47488
C 2.52079 1.72426 0.73806
C 2.68408 0.38829 1.06579
C 3.54754 -0.51693 0.22505
N 2.70808 -1.44935 -0.50310
C 2.57799 -1.41900 -1.83869
O 3.25490 -0.71408 -2.56254
C 1.47813 -2.30810 -2.43244
C 1.12722 -3.57299 -1.63865
C -0.19281 -3.42188 -0.86508
C -0.40581 -2.02305 -0.31958
O -0.72055 -1.79779 0.83645
N -0.23636 -1.05225 -1.24109
C -0.33267 0.33449 -0.83748
C -1.75141 0.90310 -0.96226
C -2.22414 0.96308 -2.41447
C -3.62837 1.55524 -2.50284
C -3.66415 2.94847 -1.88383
C -3.19792 2.89277 -0.43265
C -1.79423 2.30158 -0.34563
C 0.22998 -1.41456 -2.55651
C 1.99036 -0.17440 2.14534
O 2.25139 -1.49814 2.35214
C 1.39307 -2.29953 3.14112
H -1.28274 1.11890 3.95200
H -0.09100 1.70729 5.15042
H -0.90699 0.14456 5.39379
H 0.31992 2.60979 3.11866
H 1.52141 3.55457 1.22242
H 3.06096 2.13168 -0.10227
H 4.11122 0.05400 -0.51437
H 4.23545 -1.08171 0.86196
H 2.06612 -1.96906 0.07452
H 1.81388 -2.56511 -3.44065
H 1.93646 -3.82137 -0.95028
H 1.02870 -4.41622 -2.32509
H -0.23844 -4.12744 -0.03490
H -1.03295 -3.63775 -1.53049
H 0.36918 0.92474 -1.43114
H -0.03065 0.38915 0.21239
H -2.42262 0.24737 -0.39749
H -1.53348 1.58237 -2.99256
H -2.22458 -0.03839 -2.84880
H -3.94391 1.60276 -3.54733
H -4.32778 0.90581 -1.97120
H -4.67691 3.35338 -1.93561
H -3.00793 3.61351 -2.44987
H -3.20496 3.89536 0.00011
H -3.88770 2.27345 0.14523
H -1.09271 2.94830 -0.87816
H -1.47201 2.25112 0.69626
H -0.55007 -1.95361 -3.10883
H 0.47785 -0.50767 -3.10908
H 0.36204 -2.22553 2.79059
H 1.44778 -2.03555 4.19768
H 1.75732 -3.31831 3.00202

***

What is the formula in the first record? C22H32N2O3

***

The highest energy belongs to which entry? C22H32N2O3

***

Which of these has the highest energy above the lowest of the compared OMol25 structures with the same formula, charge and spin? number 2

***

largest force on an atom of number 2 (C22H32N2O4)? 0.74 eV/Å